[1]
The following is a DFT calculation (ωB97M-V/def2-TZVPD) of a single C11H8N2O molecule in a non-equilibrium geometry.

- SMILES = O=C1[C@H]2CN=C3C=Cc4[nH]ccc4[C@@]132
- largest force on an atom (eV/Å) = 4.703
- HOMO (eV) = -7.561
- relative energy (zero: lowest compared OMol25 entry of this formula, charge and spin) (kJ/mol) = 346.6
- orbital gap (eV) = 7.6

ORCA input file:
```
! wB97M-V def2-TZVPD RIJCOSX def2/J DEFGRID3
* xyz 0 1
O 2.45115 -0.75475 -1.95857
N 0.05804 -2.78031 0.07663
N 0.22677 2.47856 1.26719
C 0.30445 -1.59218 0.50115
C 0.40593 0.18271 2.19892
C 0.24049 0.78835 -0.21043
C 1.29731 -0.85954 -1.64371
C -0.05305 -1.27412 -1.82899
C 0.59480 -1.13323 1.87024
C -0.27748 -2.69339 -1.29558
C 0.00589 2.97186 -0.02381
C 0.35112 -0.59234 -0.56058
C 0.06231 1.94844 -0.94495
C 0.24696 1.11550 1.13319
H -0.05124 1.91371 -2.05261
H -0.15491 4.01006 0.04057
H 0.53886 0.70150 3.13578
H -0.78674 -0.90404 -2.65601
H 0.72498 -2.01104 2.53431
H -1.39877 -3.12251 -1.34369
H 0.35979 -3.56874 -1.73646
H -0.13063 3.05845 1.98233
*
```

[2]
The following is a DFT calculation (ωB97M-V/def2-TZVPD) of a molecular structure, C23H41N2NdOP3 in a non-equilibrium geometry.

- largest force on an atom (eV/Å) = 3.505
- HOMO (alpha / beta) (eV) = -14.450 / -14.450
- relative energy (zero: lowest compared OMol25 entry of this formula, charge and spin) (kJ/mol) = 51.4
- orbital gap (alpha / beta) (eV) = 3.8 / 3.9
- ⟨S²⟩ = 3.76

ORCA input file:
```
! wB97M-V def2-TZVPD RIJCOSX def2/J DEFGRID3
* xyz 3 4
Nd -0.05408 0.10061 1.14668
P -2.62651 0.46724 -0.06081
P 2.76753 -0.10148 1.73354
P 0.37203 -2.25748 -0.46891
O -0.70194 -0.53724 -4.27369
N 0.10884 -0.04113 8.95181
N -0.47498 -0.15201 3.57796
C 0.69575 2.46324 0.15605
C -3.40787 2.10461 0.21824
C 1.53926 -3.54432 0.12107
C -1.49518 2.60751 -5.77797
C -0.10696 -0.06369 6.34063
C 0.19909 2.86767 1.37789
C -0.71650 1.00104 5.67725
C -1.69137 1.42893 -5.05543
C -4.04834 -0.64765 0.27228
C -0.16003 0.25027 -6.54833
C 0.37537 -1.14482 5.59777
C 1.02885 -1.99310 -2.16606
C 0.02382 -0.03647 7.77623
C -1.11263 -3.27682 -0.82778
C -0.85713 0.33908 -5.32114
C 0.14433 -1.17875 4.22270
C 3.39821 1.37149 2.62200
C -0.88449 0.92784 4.30125
C -2.57372 0.45902 -1.89941
C 3.97222 -0.21913 0.36172
C 3.41372 -1.39823 2.86125
C -0.68669 2.59352 -6.91552
C -0.07806 1.39950 -7.33354
H -1.01727 1.89114 6.22298
H 3.02863 -1.25554 3.87588
H -4.88414 -0.39237 -0.39378
H -0.82196 3.22870 1.51738
H 1.24577 -2.95482 -2.65888
H -3.58293 0.67448 -2.27403
H 0.82422 2.93483 2.27286
H 3.10714 -2.38524 2.50509
H -1.87835 1.22940 -2.25874
H 4.49213 1.37446 2.53486
H -1.85980 -2.70265 -1.39743
H 0.29440 -0.68883 -6.86245
H 0.95823 -1.92410 6.08829
H -4.19597 2.26911 -0.53155
H 0.07328 2.45457 -0.76231
H -4.36496 -0.53362 1.31803
H -2.23601 -0.50330 -2.30582
H 1.95075 -1.39473 -2.12721
H -1.37835 1.72248 3.73104
H 4.97447 -0.18025 0.80521
H 2.98586 2.29634 2.20312
H 1.23023 -3.88281 1.12143
H -1.57083 -3.58274 0.12508
H 1.77975 2.34680 -0.03908
H 1.53941 -4.41011 -0.56129
H 2.56176 -3.14219 0.19229
H -3.85298 2.15347 1.22186
H -2.66068 2.90692 0.13785
H -0.04926 -1.22732 -4.50237
H 0.41855 -2.06102 3.62686
H 3.85545 -1.14682 -0.21187
H -0.84405 -4.18373 -1.39373
H -3.75372 -1.69138 0.10327
H -0.54883 3.52113 -7.48405
H 0.29358 -1.42374 -2.75037
H 3.11491 1.31669 3.67980
H -2.42197 1.36298 -4.25442
H 4.50687 -1.33043 2.86112
H 0.46370 1.38125 -8.27776
H 3.85137 0.62188 -0.33161
H -1.99095 3.52189 -5.43329
*
```

[3]
The following is a DFT calculation (ωB97M-V/def2-TZVPD) of a single C5H14N2S2 molecule in a non-equilibrium geometry.

- largest force on an atom (eV/Å) = 4.079
- HOMO (eV) = -7.516
- relative energy (zero: lowest compared OMol25 entry of this formula, charge and spin) (kJ/mol) = 35.9
- orbital gap (eV) = 8.2

ORCA input file:
```
! wB97M-V def2-TZVPD RIJCOSX def2/J DEFGRID3
* xyz 0 1
S -0.22936 -2.13597 -0.96847
S -0.16215 2.06308 -0.99286
N -1.41649 3.29855 -0.69393
N 2.06919 -1.22327 -2.33660
C 1.64138 -2.24428 -1.42551
C -1.09444 0.29769 2.34799
C -0.15065 -1.46766 0.75985
C 0.08184 1.12485 0.36117
C -0.81653 0.02649 0.85441
H 0.89340 -1.41104 0.89966
H -1.70799 -0.04363 0.29030
H 1.82895 -3.05617 -2.04829
H 1.97978 -0.31771 -1.82567
H 1.02106 1.25659 0.81879
H 2.12061 -2.31332 -0.49106
H -0.76597 -2.08532 1.33174
H -1.31955 -0.69448 2.71792
H -0.90661 4.09402 -0.65353
H -0.08048 0.62180 2.71063
H -1.79181 3.13847 0.22960
H -1.17355 1.42691 -1.57627
H 1.70505 -1.31860 -3.27793
H -1.72570 0.96300 2.96805
*
```

[4]
The following is a DFT calculation (ωB97M-V/def2-TZVPD) of a single C11H10ClN5 molecule in a non-equilibrium geometry.

- SMILES = Nc1ccc(/N=N/c2ccc(Cl)cn2)c(N)c1
- largest force on an atom (eV/Å) = 2.997
- HOMO (eV) = -7.526
- relative energy (zero: lowest compared OMol25 entry of this formula, charge and spin) (kJ/mol) = 0.0
- orbital gap (eV) = 7.0

ORCA input file:
```
! wB97M-V def2-TZVPD RIJCOSX def2/J DEFGRID3
* xyz 0 1
Cl 1.01542 1.88442 -6.50388
N -0.09707 1.09716 -0.74870
N 0.54109 0.16984 -0.13133
N -1.33448 -2.01076 4.62685
N 1.91504 -1.79921 1.13990
N 1.09276 0.58964 -2.74751
C -0.95096 -1.48606 3.41643
C 0.67391 -1.43743 1.66317
C 1.37159 0.76088 -4.03284
C -1.74101 -0.49823 2.78099
C -0.26447 2.52023 -4.10488
C 0.67374 1.73726 -4.77081
C -0.03314 -0.37816 1.03128
C -1.27475 0.05874 1.59819
C 0.21258 1.35527 -2.07835
C 0.19644 -2.02239 2.81843
C -0.45963 2.37772 -2.71122
H -2.14246 -1.59072 5.04666
H -1.18112 2.95096 -2.14256
H -0.60600 -2.36880 5.26205
H 2.19706 -1.28807 0.31391
H -2.64449 -0.07775 3.19736
H 0.71597 -2.80255 3.30835
H -0.78311 3.25658 -4.73661
H 2.17938 0.22304 -4.47921
H 2.59462 -2.05715 1.84357
H -1.86691 0.83553 1.14078
*
```

[5]
The following is a DFT calculation (ωB97M-V/def2-TZVPD) of a molecular structure, C2HBrI4S in a non-equilibrium geometry.

- largest force on an atom (eV/Å) = 2.998
- HOMO (eV) = -8.925
- relative energy (zero: lowest compared OMol25 entry of this formula, charge and spin) (kJ/mol) = 0.0
- orbital gap (eV) = 8.1

ORCA input file:
```
! wB97M-V def2-TZVPD RIJCOSX def2/J DEFGRID3
* xyz 0 1
I 0.65091 2.13052 -1.32170
I -2.53492 0.39225 -0.62368
I -0.26787 1.89926 2.10409
I -0.75733 -1.70217 1.64661
Br 1.89975 -2.13565 -1.11891
S -0.06689 -1.46954 -1.66674
C 0.36211 0.78887 0.34028
C -0.62594 -0.27217 0.05756
H 1.34018 0.36861 0.58249
*
```